Computed, not measured: a structure of composition C18H24ClN6O6Pt, with ωB97M-V with the def2-TZVPD basis set.

Values from the calculation:
relative energy (zero: lowest compared OMol25 entry of this formula, charge and spin): 0.00 kJ/mol
LUMO level: 2.120 eV
HOMO: -5.46 eV
spin multiplicity: 1
frontier orbital gap: 7.58 eV
energy: -56053.809 eV
charge: -1

Each line ends with the natural charge from an NBO analysis.
Atoms and positions in Å:
Pt1 -0.188 -1.402 0.919  0.82
N1 1.038 -1.859 -0.656  -0.78
C1 0.934 -3.327 -0.857  -0.31
C2 0.655 -4.065 0.454  0.64
O1 0.777 -5.283 0.532  -0.68
N2 0.301 -3.218 1.416  -0.61
C3 -0.129 -3.582 2.749  -0.35
C4 -1.058 -2.521 3.349  0.78
O2 -1.612 -2.726 4.410  -0.66
O3 -1.145 -1.382 2.706  -0.77
H1 0.917 -1.358 -1.529  0.40
H2 1.948 -1.536 -0.274  0.47
H3 1.822 -3.740 -1.335  0.21
H4 0.075 -3.522 -1.502  0.21
H5 0.728 -3.608 3.431  0.21
H6 -0.600 -4.565 2.780  0.23
C5 -3.197 1.898 3.932  -0.62
C6 -3.411 3.078 2.987  -0.22
C7 -4.574 2.824 2.033  -0.61
C8 -2.123 3.442 2.245  -0.21
N3 -1.645 2.364 1.394  -0.19
C9 -0.858 1.339 1.705  0.21
N4 -0.811 0.549 0.660  -0.32
N5 -1.574 1.107 -0.300  -0.04
N6 -2.082 2.198 0.132  -0.06
H7 -4.121 1.667 4.463  0.22
H8 -2.430 2.115 4.679  0.21
H9 -2.899 0.990 3.402  0.23
H10 -3.642 3.966 3.586  0.20
H11 -4.418 1.909 1.459  0.22
H12 -4.702 3.644 1.323  0.21
H13 -5.500 2.709 2.596  0.21
H14 -1.327 3.652 2.959  0.22
H15 -2.258 4.314 1.606  0.23
H16 -0.369 1.167 2.647  0.26
C10 -0.272 0.405 -3.398  -0.64
C11 1.123 -0.094 -3.659  -0.06
C12 1.392 -0.956 -4.710  -0.22
C13 2.686 -1.386 -4.956  -0.06
Cl1 2.989 -2.471 -6.293  -0.04
C14 3.731 -0.969 -4.158  -0.23
C15 3.484 -0.108 -3.096  -0.24
C16 2.187 0.330 -2.844  0.29
O4 1.849 1.154 -1.827  -0.50
C17 2.919 1.692 -1.042  -0.19
C18 3.696 0.666 -0.169  0.74
O5 4.892 0.938 -0.004  -0.73
O6 3.025 -0.296 0.277  -0.80
H17 -1.000 -0.185 -3.954  0.21
H18 -0.371 1.449 -3.702  0.22
H19 -0.528 0.377 -2.339  0.25
H20 0.583 -1.296 -5.346  0.22
H21 4.737 -1.317 -4.351  0.22
H22 4.305 0.200 -2.462  0.25
H23 2.433 2.406 -0.376  0.19
H24 3.618 2.225 -1.690  0.18

Computed, not measured: a structure of composition C18H24CrF6NOS4, with ωB97M-V with the def2-TZVPD basis set.

Values from the calculation:
LUMO level (alpha / beta): 0.332 / 0.332 eV
HOMO (alpha / beta): -6.33 / -7.07 eV
spin multiplicity: 2
frontier orbital gap (alpha / beta): 6.67 / 7.40 eV
energy: -110660.153 eV
expectation value of S²: 0.90

Each line ends with the Mulliken spin population.
Atoms and positions in Å:
Cr1 0.000 0.630 0.009  1.33
C1 2.572 -0.213 -1.640  0.00
C2 1.354 -0.727 -2.423  0.00
S1 -0.083 0.416 -2.351  -0.02
C3 -1.488 -0.766 -2.345  0.00
C4 -2.669 -0.342 -1.447  0.00
S2 -2.339 0.661 0.057  -0.02
C5 -2.573 -0.220 1.654  0.00
C6 -1.355 -0.715 2.452  0.00
S3 0.083 0.428 2.370  -0.02
C7 1.494 -0.750 2.372  0.00
C8 2.671 -0.339 1.462  0.00
S4 2.339 0.666 -0.041  -0.02
H1 3.047 0.585 -2.216  0.00
H2 3.318 -1.005 -1.550  0.00
H3 1.017 -1.689 -2.055  0.00
H4 1.672 -0.846 -3.461  0.00
H5 -1.092 -1.729 -2.041  0.00
H6 -1.877 -0.860 -3.361  0.00
H7 -3.273 -1.217 -1.204  0.00
H8 -3.316 0.332 -2.009  0.00
H9 -3.302 -1.026 1.557  0.00
H10 -3.071 0.565 2.228  0.00
H11 -1.011 -1.680 2.101  0.00
H12 -1.676 -0.820 3.491  0.00
H13 1.096 -1.716 2.083  0.00
H14 1.886 -0.830 3.388  0.00
H15 3.261 -1.222 1.216  0.00
H16 3.333 0.326 2.019  0.00
C9 -0.174 4.414 1.457  0.00
C10 -0.004 3.889 0.027  0.01
O1 0.000 2.545 -0.046  -0.01
C11 1.343 4.411 -0.532  0.00
F1 1.412 5.754 -0.588  0.00
F2 2.351 4.005 0.263  0.00
F3 1.605 3.947 -1.762  0.00
C12 -1.177 4.421 -0.835  0.00
F4 -1.124 3.988 -2.101  0.00
F5 -1.243 5.765 -0.873  0.00
F6 -2.346 3.992 -0.323  0.00
H17 0.638 4.021 2.065  0.00
H18 -1.116 4.037 1.851  0.00
H19 -0.171 5.503 1.509  0.00
N1 0.001 -1.127 0.009  -0.38
C13 0.000 -2.458 -0.010  -0.03
C14 1.197 -3.216 -0.157  0.06
C15 1.183 -4.599 -0.178  -0.04
C16 -0.001 -5.317 -0.056  0.07
C17 -1.185 -4.602 0.086  -0.04
C18 -1.199 -3.219 0.107  0.06
H20 2.140 -2.692 -0.266  0.02
H21 2.123 -5.127 -0.295  0.00
H22 -0.001 -6.398 -0.073  0.01
H23 -2.126 -5.133 0.182  0.00
H24 -2.142 -2.698 0.221  0.02